[1]
Density functional theory data (ωB97M-V with the def2-TZVPD basis set) for a 5-piece molecular cluster, C45H95N5O5 overall at a distorted geometry.

Structure (ORCA input):
```
! RIJCOSX wB97M-V def2-TZVPD def2/J DEFGRID3
* xyz 0 1
C -5.433 -21.628 -17.117
C -6.325 -20.701 -16.439
C -5.677 -19.419 -16.074
C -7.471 -20.235 -17.523
C -8.644 -21.236 -17.728
C -9.211 -21.750 -16.377
C -8.123 -22.286 -15.347
C -8.902 -22.459 -14.027
C -7.610 -23.693 -15.819
N -7.091 -21.212 -15.215
O -6.079 -21.410 -14.205
H -5.712 -21.931 -18.126
H -4.418 -21.231 -17.086
H -5.477 -22.548 -16.533
H -5.051 -19.512 -15.186
H -5.045 -19.231 -16.942
H -6.421 -18.646 -15.882
H -7.881 -19.284 -17.183
H -7.064 -20.124 -18.528
H -9.340 -20.749 -18.412
H -8.366 -22.137 -18.275
H -10.011 -22.488 -16.435
H -9.734 -20.909 -15.922
H -9.511 -21.611 -13.713
H -8.219 -22.584 -13.187
H -9.507 -23.361 -13.940
H -8.465 -24.348 -15.993
H -6.873 -24.085 -15.118
H -7.033 -23.546 -16.731
H -6.299 -20.663 -13.643
C 0.325 -15.126 -25.883
C -0.084 -15.426 -24.374
C -1.176 -16.508 -24.258
C 1.243 -16.046 -23.647
C 2.360 -14.973 -23.292
C 1.715 -13.800 -22.522
C 0.457 -13.178 -23.198
C -0.398 -12.525 -22.060
C 1.021 -12.249 -24.192
N -0.522 -14.131 -23.750
O -1.704 -13.682 -24.344
H -0.264 -15.686 -26.610
H 0.083 -14.114 -26.207
H 1.345 -15.472 -26.054
H -2.182 -16.216 -24.561
H -0.921 -17.259 -25.006
H -1.066 -17.013 -23.299
H 1.130 -16.628 -22.732
H 1.543 -16.881 -24.280
H 3.245 -15.262 -22.726
H 2.866 -14.607 -24.185
H 2.551 -13.106 -22.439
H 1.443 -14.155 -21.528
H 0.198 -12.003 -21.311
H -1.054 -13.250 -21.579
H -1.050 -11.788 -22.530
H 0.288 -11.551 -24.596
H 1.422 -12.561 -25.156
H 1.681 -11.488 -23.777
H -2.291 -13.617 -23.587
C 4.323 -28.600 -21.848
C 3.080 -29.338 -22.287
C 3.344 -29.502 -23.790
C 2.948 -30.740 -21.740
C 2.268 -30.779 -20.361
C 0.963 -29.958 -20.258
C 0.951 -28.543 -20.814
C -0.489 -28.122 -20.994
C 1.513 -27.628 -19.687
N 1.762 -28.586 -22.105
O 1.647 -27.300 -22.680
H 4.422 -27.586 -22.236
H 4.462 -28.569 -20.768
H 5.179 -29.179 -22.195
H 2.455 -29.871 -24.301
H 3.389 -28.568 -24.350
H 4.315 -29.905 -24.079
H 2.408 -31.413 -22.406
H 3.970 -31.094 -21.600
H 2.342 -31.792 -19.965
H 2.972 -30.257 -19.713
H 0.490 -29.992 -19.277
H 0.248 -30.404 -20.949
H -0.732 -27.134 -21.385
H -1.115 -28.201 -20.105
H -0.999 -28.871 -21.600
H 2.445 -28.027 -19.284
H 0.781 -27.651 -18.880
H 1.600 -26.621 -20.094
H 2.280 -26.791 -22.168
C -11.582 -30.885 -9.967
C -12.884 -31.336 -9.087
C -12.621 -31.131 -7.640
C -13.997 -30.471 -9.675
C -15.402 -30.884 -9.390
C -15.539 -32.346 -9.996
C -14.571 -33.314 -9.368
C -14.948 -33.622 -7.903
C -14.699 -34.748 -10.136
N -13.215 -32.792 -9.427
O -12.114 -33.723 -9.471
H -11.049 -30.072 -9.475
H -10.754 -31.563 -10.177
H -11.978 -30.650 -10.955
H -12.724 -30.107 -7.281
H -13.157 -31.834 -7.002
H -11.694 -31.555 -7.255
H -13.986 -29.501 -9.178
H -13.963 -30.346 -10.757
H -15.506 -30.854 -8.306
H -16.041 -30.117 -9.828
H -15.479 -32.422 -11.082
H -16.569 -32.531 -9.693
H -14.872 -32.813 -7.177
H -14.342 -34.368 -7.390
H -15.995 -33.924 -7.900
H -15.587 -35.340 -9.912
H -13.842 -35.340 -9.814
H -14.602 -34.713 -11.221
H -12.256 -34.016 -10.374
C -13.970 -16.100 -8.532
C -14.089 -15.023 -9.667
C -15.463 -14.989 -10.499
C -13.995 -13.609 -9.038
C -13.495 -12.522 -9.974
C -12.084 -13.047 -10.441
C -12.178 -14.215 -11.349
C -12.809 -13.845 -12.725
C -10.731 -14.833 -11.516
N -12.937 -15.227 -10.559
O -13.003 -16.458 -11.239
H -14.231 -17.102 -8.871
H -12.934 -16.113 -8.193
H -14.500 -15.816 -7.622
H -15.557 -15.989 -10.921
H -16.304 -14.884 -9.813
H -15.360 -14.128 -11.160
H -14.996 -13.290 -8.749
H -13.377 -13.665 -8.141
H -14.158 -12.246 -10.794
H -13.345 -11.634 -9.361
H -11.562 -13.385 -9.546
H -11.489 -12.261 -10.906
H -13.885 -13.674 -12.705
H -12.519 -14.635 -13.418
H -12.228 -12.965 -13.003
H -10.918 -15.614 -12.252
H -10.119 -15.168 -10.679
H -10.009 -14.220 -12.057
H -12.247 -16.853 -10.799
*
```

The structure (SMILES) is CC1(C)CCCC(C)(C)N1O.CC1(C)CCCC(C)(C)N1O.CC1(C)CCCC(C)(C)N1O.CC1(C)CCCC(C)(C)N1O.CC1(C)CCCC(C)(C)N1O. The value obtained for the LUMO energy is 0.60 eV. For the energy, the calculation gives -2421.0928 hartree. The calculation puts the energy above the lowest of the compared OMol25 structures with the same formula, charge and spin at 665.20 kJ/mol. For the frontier orbital gap, the calculation gives 8.4 eV.

These are the Mulliken partial charges, in e, on atoms 1 to 6: C -1.816; C 1.720; C -1.870; C -1.196; C -0.641; C -1.267


[2]
Density functional theory data (ωB97M-V with the def2-TZVPD basis set) for C46H102BN9O29P3Zn as an isolated structure at a distorted geometry.

Structure (ORCA input):
```
! RIJCOSX wB97M-V def2-TZVPD def2/J DEFGRID3
* xyz 2 2
Zn 0.141 -0.489 -7.030
O 2.986 0.959 -3.403
C 2.105 0.198 -2.926
O 1.714 -0.014 -1.641
B 0.612 -1.030 -1.572
O 0.442 -1.516 -2.962
C 1.235 -0.771 -3.865
O 1.187 -0.685 -5.109
O -0.625 -0.474 -1.153
C -1.126 -1.135 -0.144
O -2.097 -0.780 0.574
C -0.168 -2.272 0.172
O 0.841 -2.148 -0.615
O -0.369 -3.174 0.967
O -5.372 2.465 4.782
P -4.689 1.237 5.300
N -5.831 -0.023 5.785
C -6.604 0.173 7.038
C -6.665 -0.662 4.738
N -3.573 1.567 6.575
C -2.920 0.521 7.402
C -2.887 2.877 6.640
N -3.663 0.519 4.131
C -3.063 1.341 3.082
C -3.039 -0.790 4.240
H -6.334 -0.649 7.702
H -7.693 0.186 7.006
H -6.384 1.120 7.530
H -7.410 0.045 4.372
H -7.156 -1.526 5.186
H -6.086 -0.881 3.842
H -3.574 -0.325 7.614
H -2.129 0.019 6.845
H -2.564 0.891 8.363
H -2.047 2.833 5.947
H -3.407 3.730 6.204
H -2.484 3.141 7.618
H -3.734 1.303 2.224
H -2.914 2.380 3.375
H -2.117 0.966 2.692
H -3.691 -1.525 4.711
H -2.212 -0.655 4.938
H -2.746 -1.085 3.232
O 7.025 -4.434 -0.582
P 5.626 -4.274 -0.131
N 4.662 -3.300 -1.092
C 4.807 -1.821 -1.130
C 4.284 -3.826 -2.435
N 5.423 -3.570 1.468
C 6.477 -3.964 2.416
C 4.159 -3.155 2.113
N 4.778 -5.740 0.095
C 3.345 -5.839 0.373
C 5.500 -6.982 0.025
H 4.412 -1.456 -2.079
H 5.817 -1.463 -0.930
H 4.153 -1.327 -0.412
H 3.904 -4.847 -2.434
H 5.222 -3.965 -2.973
H 3.509 -3.285 -2.977
H 6.440 -5.039 2.595
H 7.433 -3.648 1.997
H 6.306 -3.496 3.385
H 4.487 -2.600 2.992
H 3.437 -2.641 1.480
H 3.685 -4.044 2.530
H 3.333 -5.887 1.462
H 2.830 -4.943 0.027
H 2.960 -6.766 -0.052
H 6.410 -6.864 -0.564
H 4.846 -7.784 -0.316
H 5.796 -7.260 1.036
O -4.096 5.582 -1.731
P -3.954 4.516 -0.736
N -4.239 2.871 -1.283
C -5.203 2.748 -2.344
C -4.145 1.724 -0.369
N -5.155 4.601 0.491
C -5.052 4.079 1.898
C -6.412 5.240 0.102
N -2.412 4.533 0.079
C -2.025 5.870 0.655
C -1.193 3.869 -0.481
H -6.222 2.671 -1.964
H -5.126 1.842 -2.944
H -5.093 3.633 -2.970
H -4.410 0.792 -0.868
H -4.906 1.813 0.406
H -3.118 1.635 -0.015
H -4.044 3.691 2.044
H -5.216 4.925 2.565
H -5.753 3.253 2.020
H -7.018 5.444 0.985
H -6.138 6.177 -0.382
H -7.005 4.647 -0.594
H -0.969 5.996 0.896
H -2.357 6.663 -0.014
H -2.605 6.016 1.566
H -0.283 4.009 0.102
H -0.977 4.325 -1.447
H -1.338 2.798 -0.628
C 6.055 1.303 -1.662
C 6.747 2.603 -2.221
O 6.587 3.656 -1.306
C 7.210 4.815 -1.503
O 8.189 5.054 -2.186
O 6.550 5.717 -0.655
C 6.919 7.068 -0.614
H 6.453 1.026 -0.686
H 6.070 0.519 -2.420
H 4.981 1.487 -1.618
H 6.261 2.952 -3.132
H 7.814 2.411 -2.337
H 7.725 7.227 0.102
H 6.130 7.596 -0.078
H 7.136 7.394 -1.631
C -4.083 -4.774 -8.785
C -2.952 -4.943 -7.752
O -2.315 -3.647 -7.635
C -1.480 -3.311 -6.632
O -0.883 -2.214 -6.546
O -1.418 -4.288 -5.832
C -0.603 -4.399 -4.698
H -4.706 -5.667 -8.846
H -3.736 -4.564 -9.797
H -4.685 -3.891 -8.572
H -2.179 -5.671 -7.998
H -3.470 -5.282 -6.855
H -0.424 -5.452 -4.480
H -1.035 -3.981 -3.789
H 0.366 -3.929 -4.868
C 1.448 8.443 1.552
C 1.975 8.426 0.087
O 1.735 7.112 -0.468
C 2.478 6.119 -0.108
O 3.373 6.090 0.761
O 2.204 5.082 -0.953
C 2.781 3.831 -0.870
H 1.996 7.698 2.129
H 0.367 8.371 1.672
H 1.784 9.359 2.037
H 3.057 8.562 0.079
H 1.477 9.182 -0.520
H 2.107 3.257 -0.234
H 3.772 3.891 -0.420
H 2.806 3.300 -1.822
C 6.191 -2.843 6.196
C 4.744 -2.883 6.643
O 3.857 -2.788 5.462
C 2.552 -2.530 5.614
O 2.010 -2.238 6.629
O 1.933 -2.464 4.419
C 0.597 -2.037 4.206
H 6.330 -1.949 5.588
H 6.330 -3.792 5.677
H 6.818 -2.669 7.071
H 4.467 -2.082 7.328
H 4.463 -3.816 7.131
H -0.041 -2.690 4.802
H 0.361 -2.324 3.182
H 0.412 -1.041 4.609
C -8.745 1.187 1.436
C -8.032 0.713 0.180
O -6.819 0.055 0.512
C -6.791 -1.182 0.788
O -7.723 -1.961 0.641
O -5.525 -1.461 1.215
C -5.075 -2.755 1.365
H -8.182 1.964 1.954
H -8.847 0.390 2.173
H -9.752 1.534 1.205
H -7.780 1.594 -0.411
H -8.685 0.125 -0.466
H -5.511 -3.214 2.252
H -4.002 -2.737 1.557
H -5.231 -3.384 0.488
C 5.407 -2.479 -5.704
C 3.908 -2.312 -5.969
O 3.579 -3.023 -7.119
C 2.421 -2.780 -7.714
O 1.670 -1.776 -7.499
O 2.139 -3.844 -8.590
C 0.978 -3.998 -9.325
H 5.669 -3.537 -5.666
H 5.853 -1.901 -4.894
H 6.071 -2.147 -6.502
H 3.680 -1.259 -6.131
H 3.387 -2.584 -5.051
H 0.785 -4.990 -9.734
H 0.885 -3.320 -10.173
H 0.173 -3.915 -8.596
*
```

The value obtained for the LUMO energy is -9.25 eV. For the energy, the calculation gives -7316.5297 hartree. For the frontier orbital gap, the calculation gives 1.2 eV.

These are the Mulliken partial charges, in e, on atoms 1 to 6: Zn 1.160; O -0.639; C 0.665; O -0.519; B 1.272; O 0.136